Here is an isolated molecule of C7H17N3O2 at a distorted geometry from the OMol25 dataset. Energies are from the ωB97M-V functional and the def2-TZVPD basis.

E_LUMO   0.0134 Eh
F_max   5.318 eV/Å
Orbital gap   0.314 hartree
SMILES string   CC(N)(N)[C@@H](C(=O)[O-])[N+](C)(C)C
Total charge   0

Positions of all 29 atoms, in Å:
1 H -2.68 -0.89 0.02
2 C -1.57 1.16 0.00
3 H -0.78 -2.47 -1.73
4 C -1.87 -1.51 0.50
5 H 0.25 -3.00 0.52
6 H 0.72 2.79 -0.87
7 C 1.15 1.08 -0.03
8 C -0.32 0.15 0.27
9 H -0.01 1.61 -1.63
10 C 1.22 2.04 1.15
11 H -2.20 -2.57 0.48
12 H 2.90 0.24 0.72
13 H -1.53 -0.93 -2.06
14 H 1.84 2.86 1.01
15 O -2.01 1.56 1.08
16 H -0.40 0.18 1.36
17 H -1.83 -1.01 1.47
18 C -0.71 -1.41 -1.60
19 N -0.59 -1.19 -0.17
20 N 2.30 0.21 -0.14
21 O -1.80 1.44 -1.14
22 H 2.65 0.46 -1.00
23 H 1.23 -1.97 -0.24
24 H 0.19 -1.11 -2.09
25 H 0.21 2.54 1.28
26 H 0.81 -1.64 1.45
27 N 0.91 1.90 -1.23
28 C 0.48 -1.97 0.46
29 H 1.44 1.44 2.16

Here is a cluster of 2 separate species, C7H17N3O2 in total at a distorted geometry from the OMol25 dataset. Energies are from the ωB97M-V functional and the def2-TZVPD basis.

E_LUMO   -0.2657 Eh
F_max   6.801 eV/Å
Orbital gap   0.330 hartree
Total charge   +2

Positions of all 29 atoms, in Å:
1 N 3.11 -0.67 0.06
2 N 0.21 0.98 1.72
3 H -0.57 0.78 2.32
4 O -3.12 -1.78 0.49
5 O 1.34 -2.13 0.36
6 N -2.23 0.23 -0.05
7 H 3.28 1.45 0.50
8 C 0.16 0.57 0.46
9 H -1.29 0.28 -2.11
10 C -2.52 1.62 -0.24
11 H 0.31 -0.50 -1.90
12 C -0.71 -0.55 -1.69
13 H -1.02 -1.46 -1.92
14 H -4.19 -0.15 0.43
15 H 3.84 -1.34 -0.19
16 H -2.10 1.78 -1.22
17 H 3.90 0.94 -0.92
18 H 2.04 -2.78 0.55
19 C -0.87 -0.37 -0.18
20 H 4.78 0.48 0.56
21 H -2.48 -2.38 0.14
22 H -1.86 2.32 0.26
23 H 0.91 1.69 1.97
24 C 1.89 -0.98 0.34
25 H -0.72 -1.25 0.30
26 H 0.84 1.23 -0.06
27 H -3.50 1.92 -0.25
28 C -3.26 -0.49 0.29
29 C 3.85 0.55 -0.01

Here is a cluster of 2 separate species, C7H17N4O2S in total at a distorted geometry from the OMol25 dataset. Energies are from the ωB97M-V functional and the def2-TZVPD basis.

E_LUMO   -0.1427 Eh
F_max   1.248 eV/Å
Orbital gap   0.320 hartree
Total charge   +1

Positions of all 31 atoms, in Å:
1 O -2.45 -1.21 2.43
2 H -0.33 1.82 -3.58
3 H -1.24 -4.24 0.39
4 H -0.42 -1.31 1.05
5 H -2.54 0.92 3.60
6 C 0.21 1.33 -1.56
7 H -1.72 1.53 -2.54
8 H -1.04 1.56 3.01
9 H 1.10 -0.61 -1.15
10 N -1.24 1.97 0.20
11 H 0.06 0.31 1.23
12 H -1.67 -5.51 1.65
13 C -0.72 1.98 -2.58
14 C -1.85 -4.53 1.23
15 S -3.02 -2.09 0.95
16 N -0.26 1.37 -0.19
17 H 2.08 1.87 -2.49
18 N -0.43 -0.50 1.65
19 C -1.53 -0.30 2.35
20 C 1.58 2.02 -1.54
21 H -0.80 3.05 -2.42
22 H -3.42 -3.92 2.53
23 H 0.79 -0.29 -2.86
24 H -0.55 -0.69 -1.78
25 H 2.20 1.62 -0.75
26 N -1.71 0.81 3.04
27 C 0.40 -0.17 -1.85
28 H 1.46 3.09 -1.38
29 O -1.96 -1.94 -0.02
30 H -1.77 2.52 -0.50
31 C -2.76 -3.71 1.70

Here is an isolated molecule of C7H17NO2Si at a distorted geometry from the OMol25 dataset. Energies are from the ωB97M-V functional and the def2-TZVPD basis.

E_LUMO (spin up / spin down)   0.0337 / -0.1183 Eh
F_max   7.841 eV/Å
<S²>   2.008
2S+1   3
Orbital gap (spin up / spin down)   0.296 / 0.248 hartree
Total charge   0

Positions of all 28 atoms, in Å:
1 N 2.76 -0.08 0.34
2 H -0.34 2.70 0.69
3 H -1.38 0.70 1.90
4 H -1.43 -0.86 1.77
5 C 0.23 -1.56 -1.14
6 C -0.02 1.58 -1.21
7 H -0.95 1.70 -1.75
8 C 1.55 -0.04 1.12
9 Si 0.10 0.03 -0.12
10 C -2.57 0.05 0.27
11 H -2.64 -0.74 -0.49
12 H -0.56 -2.68 0.77
13 H -0.43 3.59 -0.85
14 H 1.75 0.77 1.79
15 H -0.51 -1.73 -1.91
16 O 3.21 1.01 0.05
17 H -0.39 -3.59 -0.88
18 C -1.31 -0.01 1.13
19 O 3.22 -1.17 0.05
20 H -2.71 1.08 -0.05
21 H 0.64 1.74 -1.95
22 H 1.30 -1.82 -1.62
23 C -0.01 -2.84 -0.25
24 H 1.10 -3.08 0.08
25 H -3.52 -0.04 0.95
26 H 1.57 -0.80 1.84
27 H 1.20 3.28 -0.24
28 C 0.14 2.83 -0.29

Here is a cluster of 2 separate species, C7H17NO3P in total at a distorted geometry from the OMol25 dataset. Energies are from the ωB97M-V functional and the def2-TZVPD basis.

E_LUMO   0.1268 Eh
F_max   4.395 eV/Å
Orbital gap   0.318 hartree
Total charge   -1

Positions of all 29 atoms, in Å:
1 H 1.57 1.82 -2.54
2 H 2.88 -1.79 0.97
3 H -2.33 -3.50 0.16
4 O 0.88 -1.42 -1.71
5 C 2.50 1.24 -0.55
6 H -0.30 2.72 0.38
7 H 2.86 2.94 -2.00
8 H 1.30 3.03 -1.34
9 N -2.31 -0.82 -0.73
10 C 1.38 0.44 0.17
11 C -2.96 -1.47 0.43
12 P 1.22 -1.26 -0.23
13 C -3.26 -2.95 0.22
14 H 3.22 1.74 0.22
15 H -2.44 -1.43 1.43
16 H 3.22 0.45 -1.08
17 O 2.86 -1.64 -0.02
18 C 0.42 2.52 1.16
19 O 0.40 -1.97 0.84
20 C 2.02 2.34 -1.67
21 H -2.09 0.17 -0.22
22 H 1.35 2.97 0.91
23 C 0.54 1.05 1.02
24 H 0.08 0.40 1.73
25 H -1.38 -1.19 -0.77
26 H -3.95 -0.80 0.66
27 H 0.15 2.71 2.27
28 H -3.82 -3.05 -0.69
29 H -4.01 -3.25 0.97

Here is a cluster of 2 separate species, C7H17NO5S in total from the OMol25 dataset. Energies are from the ωB97M-V functional and the def2-TZVPD basis.

E_LUMO   0.0142 Eh
F_max   0.728 eV/Å
Orbital gap   0.382 hartree
SMILES string   NC[C@H](O)C[C@@H]1CCS(=O)(=O)OC1.O
Total charge   0

Positions of all 31 atoms, in Å:
1 O -4.38 -0.30 0.15
2 H 1.80 -1.91 1.87
3 C 2.02 0.67 -0.24
4 H -0.70 2.03 1.08
5 H -0.58 -1.51 0.87
6 H 3.49 -0.81 0.29
7 N 1.86 -0.92 1.67
8 H 1.75 1.37 1.56
9 H 2.78 0.91 -0.98
10 O 2.14 1.70 0.74
11 H 0.79 0.10 -1.87
12 C -2.36 0.71 1.48
13 C -0.88 0.96 1.09
14 C -0.85 -1.15 -0.13
15 O -3.36 -1.68 1.89
16 H -2.99 1.55 1.19
17 H -0.25 0.52 1.86
18 C 0.69 0.73 -0.99
19 H -2.46 0.60 2.56
20 H 2.51 -0.55 2.36
21 C 2.41 -0.69 0.33
22 H -0.17 0.15 -4.44
23 C -0.61 0.34 -0.27
24 H 0.58 1.75 -1.36
25 H -0.34 -1.75 -0.88
26 H 1.25 -0.06 -4.95
27 O 0.75 0.15 -4.15
28 O -2.27 -1.39 -0.29
29 H -1.42 0.69 -0.92
30 H 2.00 -1.45 -0.34
31 S -3.21 -0.75 0.82

Here is a cluster of 2 separate species, C7H17NOSi in total at a distorted geometry from the OMol25 dataset. Energies are from the ωB97M-V functional and the def2-TZVPD basis.

E_LUMO   0.0152 Eh
F_max   4.273 eV/Å
Orbital gap   0.277 hartree
SMILES string   C/C=[Si](\CC)N(C)C.C=O
Total charge   0

Positions of all 27 atoms, in Å:
1 H -3.99 1.84 -2.77
2 H 1.91 1.23 -0.72
3 C -0.63 -2.45 -0.57
4 H -0.33 2.23 2.36
5 H -0.23 -3.44 -0.82
6 H 0.52 3.16 -1.32
7 H 1.38 -3.43 0.38
8 C -0.13 0.18 2.30
9 H 0.45 0.86 -1.78
10 H 0.99 -2.66 1.89
11 H -4.10 0.26 -3.48
12 H -1.43 -2.65 0.16
13 H 0.23 3.12 0.36
14 H -0.92 -1.83 -1.47
15 Si 0.20 -0.01 0.54
16 H -0.38 -0.64 2.89
17 C 0.08 2.51 -0.61
18 H 2.27 -2.19 0.87
19 C 0.75 1.20 -0.79
20 O -2.22 1.03 -3.25
21 C 0.02 1.45 3.07
22 N 0.41 -1.68 0.08
23 C 1.26 -2.52 0.87
24 C -3.42 1.05 -3.06
25 H -1.04 2.48 -0.83
26 H -0.70 1.54 3.85
27 H 1.05 1.63 3.38

Here is a cluster of 2 separate species, C7H18 in total at a distorted geometry from the OMol25 dataset. Energies are from the ωB97M-V functional and the def2-TZVPD basis.

E_LUMO   0.0351 Eh
F_max   2.051 eV/Å
Orbital gap   0.416 hartree
SMILES string   CC(C)C.CCC
Total charge   0

Positions of all 25 atoms, in Å:
1 C -2.35 -0.27 0.22
2 H 0.48 -1.35 1.89
3 H -0.34 -2.18 0.57
4 H -0.29 0.64 2.97
5 C -1.11 -0.13 1.15
6 H 2.64 -1.13 -2.21
7 C -0.50 -1.50 1.41
8 H 0.93 2.11 -2.37
9 H 2.08 2.54 -1.26
10 H -3.15 0.44 0.45
11 H 0.89 -0.89 -2.79
12 H 2.44 0.29 -0.47
13 C -1.21 0.76 2.36
14 H 0.78 0.69 -0.56
15 H -1.91 -0.18 -0.77
16 H -1.37 1.80 2.09
17 C 1.84 1.70 -1.91
18 C 1.59 -0.92 -1.96
19 H -2.79 -1.26 0.30
20 H 1.38 -1.81 -1.36
21 C 1.61 0.38 -1.18
22 H -0.32 0.34 0.55
23 H -1.06 -2.06 2.16
24 H -1.98 0.41 3.06
25 H 2.67 1.63 -2.63

Which value of total charge does entry 8 give?
0

Repeat the second record exactly.
Here is a cluster of 2 separate species, C7H17N3O2 in total at a distorted geometry from the OMol25 dataset. Energies are from the ωB97M-V functional and the def2-TZVPD basis.

E_LUMO   -0.2657 Eh
F_max   6.801 eV/Å
Orbital gap   0.330 hartree
Total charge   +2

Positions of all 29 atoms, in Å:
1 N 3.11 -0.67 0.06
2 N 0.21 0.98 1.72
3 H -0.57 0.78 2.32
4 O -3.12 -1.78 0.49
5 O 1.34 -2.13 0.36
6 N -2.23 0.23 -0.05
7 H 3.28 1.45 0.50
8 C 0.16 0.57 0.46
9 H -1.29 0.28 -2.11
10 C -2.52 1.62 -0.24
11 H 0.31 -0.50 -1.90
12 C -0.71 -0.55 -1.69
13 H -1.02 -1.46 -1.92
14 H -4.19 -0.15 0.43
15 H 3.84 -1.34 -0.19
16 H -2.10 1.78 -1.22
17 H 3.90 0.94 -0.92
18 H 2.04 -2.78 0.55
19 C -0.87 -0.37 -0.18
20 H 4.78 0.48 0.56
21 H -2.48 -2.38 0.14
22 H -1.86 2.32 0.26
23 H 0.91 1.69 1.97
24 C 1.89 -0.98 0.34
25 H -0.72 -1.25 0.30
26 H 0.84 1.23 -0.06
27 H -3.50 1.92 -0.25
28 C -3.26 -0.49 0.29
29 C 3.85 0.55 -0.01

The lowest F_max belongs to which entry?
C7H17NO5S

total charge of number 1 (C7H17N3O2)?
0